{
  "formula": "C7H13N",
  "method": "the ωB97M-V functional and the def2-TZVPD basis",
  "species": ["C", "C", "C", "C", "C", "C", "N", "C", "H", "H", "H", "H", "H", "H", "H", "H", "H", "H", "H", "H", "H"],
  "positions_angstrom": [[0.961, -0.202, -1.564], [-0.238, 0.358, -0.785], [-1.313, -0.631, -0.418], [-0.719, -1.337, 0.903], [-0.029, -0.451, 1.832], [0.917, 0.646, 1.282], [0.002, 1.243, 0.275], [-0.195, 1.887, -1.032], [1.342, -1.229, -1.214], [1.797, 0.413, -1.668], [0.665, -0.558, -2.525], [-2.455, -0.191, -0.446], [-1.425, -1.443, -1.152], [0.013, -1.946, 0.235], [-1.453, -1.926, 1.374], [0.197, -1.117, 2.689], [-0.833, 0.186, 2.200], [1.326, 1.409, 1.935], [1.871, 0.217, 0.747], [0.720, 2.355, -1.620], [-1.151, 2.316, -1.048]],
  "forces_ev_per_a": [[-0.644, -3.798, 1.156], [0.641, 0.790, -1.785], [-2.976, 0.217, -0.267], [1.009, -0.193, -5.740], [-0.370, 1.441, 2.394], [1.839, -0.445, -2.467], [0.386, -0.274, 0.809], [2.454, -1.019, 0.447], [-0.282, 1.446, 0.338], [1.175, 1.197, 0.018], [-0.605, 0.476, -1.102], [2.877, -0.576, 0.765], [0.233, 0.226, -0.008], [-0.810, 0.051, 2.156], [-0.686, -0.933, 0.516], [1.050, 0.809, -0.229], [-0.189, 0.059, 0.560], [-0.483, -0.171, 0.676], [-1.548, 0.444, 0.934], [-2.203, -1.032, 1.066], [-0.869, 1.286, -0.238]],
  "lowdin_charge": [-0.061, -0.516, -0.127, -0.198, -0.212, -0.139, -0.094, -0.009, 0.096, 0.050, 0.069, 0.155, 0.091, 0.125, 0.091, 0.121, 0.113, 0.101, 0.128, 0.142, 0.074],
  "e_tot_ev": -8956.0335,
  "e_above_lowest_kcal_mol": 89.92,
  "smiles": "C[C@@]12CCCCN1C2",
  "orbital_gap_ev": 9.5,
  "total_charge": 0
}